Entry from OMol25: an isolated molecule of C15H12 at a distorted geometry (ωB97M-V/def2-TZVPD).

```
27
Properties=species:S:1:pos:R:3
C -2.96 -0.88 0.25
C -1.70 -0.53 -0.44
C -1.32 0.83 -0.48
C -0.43 1.37 -1.43
C 0.82 1.71 -0.97
C 1.04 1.44 0.39
C -0.12 1.68 1.24
C -1.36 1.58 0.78
C 2.01 0.55 0.76
C 1.64 -0.80 1.34
C 0.14 -1.07 0.99
C -0.31 -1.16 -0.30
C 0.73 -1.26 -1.43
C 2.00 -1.05 -1.21
C 2.58 -0.62 0.08
H -2.71 -1.16 1.28
H -3.59 -1.74 -0.20
H -3.52 0.00 0.31
H -0.63 1.47 -2.50
H 1.57 1.93 -1.68
H 0.25 2.10 2.14
H -2.25 1.54 1.36
H 2.01 -1.11 2.30
H -0.51 -1.06 1.89
H 0.36 -1.74 -2.41
H 2.66 -1.26 -2.20
H 3.61 -0.78 0.17
```

Output
Electronic energy = -578.4688 hartree
HOMO (spin up / spin down) = -6.780 / -7.068 eV
SMILES = CC1=c2ccc(cc2)=C2[C@H]3C=C1C=C[C@@H]23


Entry from OMol25: a cluster of 3 separate species, C25H51N2O3 in total at a distorted geometry (ωB97M-V/def2-TZVPD).

```
81
Properties=species:S:1:pos:R:3
C -0.74 1.72 -1.39
C 0.21 1.28 -2.45
C 0.75 -0.18 -2.34
C 0.09 -1.09 -1.30
C 0.74 -1.06 0.10
C 0.01 -0.21 1.14
O 0.59 1.08 1.36
C 1.79 1.03 2.09
H -0.46 2.58 -0.80
H -1.79 1.67 -1.62
H 1.06 1.95 -2.51
H -0.29 1.37 -3.41
H 1.81 -0.17 -2.14
H 0.64 -0.66 -3.30
H -0.98 -0.94 -1.24
H 0.22 -2.10 -1.66
H 0.74 -2.08 0.45
H 1.76 -0.72 -0.01
H -0.03 -0.72 2.11
H -0.99 -0.01 0.78
H 2.61 0.56 1.55
H 2.10 2.05 2.30
H 1.64 0.50 3.03
C -0.33 8.19 2.39
C 0.89 7.55 3.11
C 2.01 7.26 2.11
C 1.71 6.07 1.19
C 1.34 4.83 2.01
C 0.20 5.09 3.00
N 0.49 6.30 3.82
O 1.31 6.03 4.78
C -1.13 5.25 2.23
C 0.01 3.88 3.90
C 1.38 8.58 4.13
H -0.25 9.27 2.40
H -0.41 7.89 1.35
H -1.26 7.93 2.89
H 2.93 7.06 2.65
H 2.18 8.15 1.51
H 0.91 6.31 0.49
H 2.59 5.85 0.59
H 1.05 4.02 1.35
H 2.22 4.49 2.56
H -1.93 5.55 2.91
H -1.41 4.29 1.79
H -1.08 5.96 1.41
H 0.92 3.59 4.42
H -0.30 3.02 3.29
H -0.77 4.06 4.64
H 0.62 8.78 4.88
H 1.61 9.51 3.61
H 2.29 8.25 4.63
C -0.81 -7.77 -4.16
C -0.01 -6.97 -3.10
C 0.07 -7.79 -1.80
C -1.24 -7.80 -1.02
C -1.73 -6.37 -0.80
C -1.81 -5.57 -2.11
N -0.58 -5.63 -2.91
O 0.39 -4.85 -2.23
C -3.04 -6.05 -2.92
C -2.07 -4.12 -1.77
C 1.40 -6.82 -3.65
H -0.15 -8.41 -4.75
H -1.57 -8.43 -3.73
H -1.30 -7.09 -4.86
H 0.85 -7.36 -1.16
H 0.38 -8.82 -2.02
H -2.00 -8.39 -1.53
H -1.09 -8.28 -0.05
H -2.70 -6.37 -0.30
H -1.03 -5.87 -0.12
H -3.06 -5.56 -3.89
H -3.96 -5.79 -2.39
H -3.07 -7.13 -3.08
H -1.29 -3.73 -1.12
H -3.03 -3.99 -1.26
H -2.08 -3.51 -2.68
H 1.39 -6.23 -4.57
H 1.81 -7.81 -3.87
H 2.06 -6.33 -2.93
```

Output
Spin multiplicity = 3
Electronic energy = -1318.1867 hartree
HOMO (spin up / spin down) = -1.819 / -1.819 eV
Charge = -1


Entry from OMol25: an isolated molecule of C5H10O2 at a distorted geometry (ωB97M-V/def2-TZVPD).

```
17
Properties=species:S:1:pos:R:3
O 0.24 2.58 -1.21
C 0.78 1.82 -0.14
C 0.23 0.42 -0.14
C 0.68 -0.67 0.83
C 0.11 -1.77 -0.09
C -1.53 -0.90 -0.05
O -1.19 0.45 -0.13
H -0.71 2.42 -1.20
H 0.60 2.32 0.83
H 1.86 1.77 -0.29
H 0.38 -0.21 -1.07
H 0.20 -0.67 1.82
H 1.77 -0.63 0.98
H -0.17 -2.75 0.26
H 0.95 -1.96 -0.81
H -1.70 -1.20 0.99
H -2.50 -1.00 -0.58
```

Output
Electronic energy = -346.8742 hartree
HOMO = -9.584 eV
SMILES = OC[C@H]1CCCO1


Entry from OMol25: a cluster of 2 separate species, C3H8NO4P in total at a distorted geometry (ωB97M-V/def2-TZVPD).

```
17
Properties=species:S:1:pos:R:3
C -1.21 -1.81 -1.45
O -0.88 -0.48 -1.77
P 0.22 0.31 -0.77
O 0.23 1.70 -1.59
O -0.95 0.70 0.37
C -1.10 0.31 1.64
H -0.35 -2.47 -1.56
H -2.00 -2.17 -2.07
H -1.75 -1.82 -0.43
H -0.67 2.02 -1.67
H -1.61 0.98 2.34
H -0.04 0.16 1.95
H -1.56 -0.65 1.55
N 3.26 0.30 0.56
C 2.75 1.31 0.90
O 2.30 2.29 1.32
H 3.34 -0.68 0.65
```

Output
Electronic energy = -816.1925 hartree
HOMO = -9.622 eV
SMILES = COP(O)OC.N=C=O


Entry from OMol25: a cluster of 5 separate species, C18H32N2O9 in total at a distorted geometry (ωB97M-V/def2-TZVPD).

```
61
Properties=species:S:1:pos:R:3
C 3.63 -3.28 -3.47
C 2.17 -3.22 -2.93
C 1.66 -1.79 -2.65
O 0.30 -1.99 -2.97
C 0.14 -3.16 -3.70
O -0.97 -3.40 -4.19
O 1.23 -3.87 -3.80
H 4.20 -4.16 -3.37
H 4.24 -2.66 -2.93
H 3.63 -2.89 -4.46
H 2.08 -3.95 -2.09
H 1.93 -1.05 -3.35
H 1.93 -1.29 -1.69
C 3.85 1.16 0.23
O 3.26 2.39 -0.11
C 2.00 2.56 0.34
O 1.47 1.83 1.42
O 1.34 3.53 -0.26
C 0.15 4.06 0.19
H 4.88 1.05 -0.08
H 3.26 0.49 -0.38
H 3.75 0.76 1.28
H -0.09 4.88 -0.44
H 0.21 4.49 1.13
H -0.63 3.34 0.14
C -1.72 0.41 -0.76
O -2.51 1.09 -1.76
C -3.21 2.20 -1.41
O -3.09 2.59 -0.04
O -3.93 2.73 -2.31
C -4.46 4.03 -2.23
H -0.82 0.96 -0.69
H -1.43 -0.55 -1.19
H -2.32 0.29 0.11
H -4.89 4.03 -3.24
H -3.77 4.85 -2.07
H -5.44 4.10 -1.70
C 0.22 -2.51 0.47
C 0.79 -1.30 1.22
C 1.99 -1.57 2.19
C 3.23 -1.80 1.45
N 4.16 -1.89 0.75
H -0.26 -2.99 1.23
H 1.08 -3.08 0.11
H -0.46 -2.08 -0.34
H -0.03 -0.79 1.67
H 1.19 -0.55 0.49
H 1.67 -2.34 2.84
H 2.01 -0.60 2.74
C -1.28 1.18 3.33
C -2.65 0.65 3.70
C -2.78 -0.87 3.77
C -3.06 -1.42 2.46
N -3.24 -1.91 1.41
H -0.95 2.05 3.97
H -1.26 1.30 2.25
H -0.55 0.33 3.54
H -3.46 0.96 3.17
H -2.84 1.06 4.61
H -3.64 -1.09 4.40
H -1.88 -1.33 4.03
```

Output
Electronic energy = -1491.5427 hartree
HOMO = -9.984 eV
SMILES = C[C@H]1COC(=O)O1.COC(=O)OC.COC(=O)OC.CCCC#N.CCCC#N


Entry from OMol25: a structure of composition C17H31LiNSeSi (ωB97M-V/def2-TZVPD).

```
52
Properties=species:S:1:pos:R:3
Li -0.26 -1.15 -0.82
C 2.55 1.86 -0.68
C 2.14 1.25 0.66
C 2.61 2.19 1.77
C 2.94 -0.06 0.77
Si 0.20 0.82 0.62
C -0.37 0.50 2.50
C -0.49 1.73 3.40
C 0.59 -0.48 3.17
C -1.74 -0.22 2.49
C -0.76 2.43 -0.02
C -0.68 2.48 -1.56
C -2.25 2.31 0.30
C -0.27 3.79 0.51
H 3.65 1.93 -0.74
H 2.16 2.87 -0.82
H 2.22 1.25 -1.52
H 3.69 2.39 1.67
H 2.46 1.77 2.76
H 2.10 3.16 1.74
H 4.01 0.15 0.69
H 2.67 -0.75 -0.03
H 2.78 -0.57 1.72
H 0.45 2.28 3.47
H -0.77 1.43 4.42
H -1.26 2.42 3.05
H 1.57 -0.04 3.36
H 0.74 -1.38 2.56
H 0.18 -0.80 4.14
H -2.54 0.40 2.09
H -2.02 -0.50 3.52
H -1.70 -1.13 1.90
H -1.06 1.55 -2.00
H 0.33 2.63 -1.93
H -1.30 3.30 -1.94
H -2.66 1.35 -0.03
H -2.81 3.11 -0.21
H -2.45 2.41 1.37
H 0.76 4.00 0.21
H -0.31 3.83 1.60
H -0.90 4.60 0.12
Se -0.70 -3.06 -2.18
C -1.07 -4.50 -3.33
C -2.34 -5.08 -3.40
C -2.56 -6.14 -4.27
N -1.63 -6.67 -5.06
C -0.41 -6.11 -4.99
C -0.09 -5.05 -4.16
H -3.14 -4.70 -2.79
H -3.54 -6.60 -4.33
H 0.34 -6.55 -5.64
H 0.91 -4.65 -4.15
```

Output
Electronic energy = -3419.6431 hartree
HOMO = -4.088 eV
Charge = -1